Record 1
The following is a DFT calculation (ωB97M-V/def2-TZVPD) of a 3-piece molecular cluster, C19H26N3O overall at a distorted geometry.

The value obtained for the orbital gap is 0.335 Ha. As for the charge: +1.

XYZ file:
```
49
C19H26N3O, DFT ωB97M-V/def2-TZVPD
C 5.7432 -0.7265 2.1905
C 5.6060 0.4237 1.7834
C 4.9658 1.7087 1.1159
C 3.6670 2.1921 1.9250
C 2.2932 1.8634 1.1962
N 1.4354 0.8670 1.9626
C 2.1315 -0.4616 2.0856
C 1.2364 -1.6962 1.5731
O -0.0308 -1.5831 2.2353
C -0.7745 -0.4855 1.6633
C 0.0855 0.8141 1.3192
H 5.7141 -1.7126 2.7305
H 5.7508 2.5221 1.1290
H 4.7481 1.4949 0.0223
H 3.7076 1.8412 2.9982
H 3.7480 3.3292 1.9624
H 1.6849 2.8298 1.1743
H 2.4186 1.5656 0.1115
H 1.3496 1.2733 2.9077
H 3.0768 -0.4892 1.4621
H 2.3977 -0.5895 3.1856
H 1.8017 -2.6298 1.8969
H 1.1813 -1.6410 0.4438
H -1.6811 -0.2763 2.3161
H -1.2069 -0.8486 0.6709
H -0.4980 1.7023 1.7363
H 0.0901 0.9548 0.2000
N -1.1169 -1.4966 -3.9605
C -0.5988 -1.5786 -2.7300
C -1.0205 -2.4902 -1.7740
C -2.0413 -3.3664 -2.1089
C -2.5964 -3.3003 -3.3767
C -2.1005 -2.3543 -4.2607
H 0.1956 -0.8691 -2.5150
H -0.5629 -2.5139 -0.7929
H -2.4002 -4.0931 -1.3891
H -3.3951 -3.9675 -3.6733
H -2.4998 -2.2662 -5.2655
N -3.2747 0.3697 -0.0825
C -4.3043 1.1611 0.2513
C -4.8497 2.1140 -0.5938
C -4.2984 2.2631 -1.8575
C -3.2314 1.4583 -2.2276
C -2.7611 0.5326 -1.3107
H -4.6993 1.0098 1.2506
H -5.6837 2.7239 -0.2716
H -4.6965 2.9985 -2.5471
H -2.7757 1.5466 -3.2057
H -1.9300 -0.1238 -1.5563
```

***

Record 2
The following is a DFT calculation (ωB97M-V/def2-TZVPD) of one molecule with the formula C19H26N4O3 at a distorted geometry.

The SMILES is CCN(CC)CCCNC(=O)/C(=C/c1ccc[nH]1)NC(=O)c1ccco1. The value obtained for the orbital gap is 0.284 Ha.

XYZ file:
```
52
C19H26N4O3, DFT ωB97M-V/def2-TZVPD
C -2.5982 -1.4350 -1.5081
C -3.8991 -0.6426 -1.6230
N -4.0594 0.3071 -0.5276
C -5.4442 0.4773 -0.1177
C -6.4012 1.0588 -1.1649
C -3.3566 1.5554 -0.7875
C -3.1685 2.4249 0.4612
C -2.7124 1.6175 1.6858
N -1.7356 0.6116 1.3446
C -0.4169 0.8807 1.3153
O 0.0575 1.9455 1.6952
C 0.4894 -0.1968 0.7966
C 0.1194 -1.4958 0.8856
C 0.7401 -2.7404 0.5807
C 0.2714 -3.9915 0.9824
C 1.1632 -4.9484 0.4983
C 2.1429 -4.2668 -0.1928
N 1.8901 -2.9473 -0.1213
N 1.7063 0.4099 0.4552
C 2.6174 0.2406 -0.5244
O 2.6483 -0.6791 -1.3371
C 3.6381 1.2955 -0.5491
C 4.7169 1.4407 -1.3860
C 5.3669 2.6262 -0.9855
C 4.6411 3.1156 0.0601
O 3.5985 2.3236 0.3314
H -1.7250 -0.7882 -1.5415
H -2.5253 -2.1373 -2.3345
H -2.5800 -2.0011 -0.5801
H -3.9330 -0.1402 -2.6026
H -4.7306 -1.3497 -1.5833
H -5.8081 -0.5083 0.1890
H -5.4555 1.1200 0.7645
H -6.4168 0.4445 -2.0619
H -6.1113 2.0697 -1.4406
H -7.4071 1.0944 -0.7547
H -2.3688 1.2922 -1.1731
H -3.8532 2.1577 -1.5666
H -4.0910 2.9492 0.7122
H -2.4130 3.1763 0.2266
H -3.5625 1.1045 2.1396
H -2.2601 2.2881 2.4192
H -2.1084 -0.1567 0.8077
H -0.8503 -1.6511 1.3425
H -0.6104 -4.1732 1.5657
H 1.1037 -6.0102 0.6349
H 2.9985 -4.6427 -0.7191
H 2.3558 -2.2098 -0.6487
H 1.7401 1.3175 0.9344
H 4.9914 0.7758 -2.1783
H 6.2490 3.0555 -1.4138
H 4.7637 3.9893 0.6697
```

***

Record 3
The following is a DFT calculation (ωB97M-V/def2-TZVPD) of one molecule with the formula C19H26N4O3.

The SMILES is CO[C@]1(C(=O)NC[C@H](C)C(C)C)CCN(C(=O)c2cncc(C#N)c2)C1. The value obtained for the orbital gap is 0.351 Ha.

XYZ file:
```
52
C19H26N4O3, DFT ωB97M-V/def2-TZVPD
C -3.2842 -0.2791 -0.5756
O -1.8978 0.0079 -0.5977
C -1.4573 1.1564 0.1120
C 0.0493 1.3087 -0.1507
O 0.6602 2.2348 0.3606
N 0.6042 0.3930 -0.9579
C 2.0472 0.3124 -1.1349
C 2.8418 0.0377 0.1528
C 4.2115 0.6996 0.0221
C 2.9563 -1.4642 0.4703
C 1.6095 -2.1861 0.4325
C 3.6077 -1.6996 1.8323
C -1.7275 1.0783 1.6249
C -3.0435 1.8271 1.8726
N -3.3153 2.5322 0.6166
C -4.5991 2.8268 0.2999
O -5.5337 2.5674 1.0410
C -4.8614 3.5021 -1.0157
C -4.0717 4.5276 -1.5234
N -4.3378 5.1759 -2.6546
C -5.4145 4.8115 -3.3350
C -6.2808 3.8066 -2.9038
C -7.4376 3.4703 -3.6867
N -8.3577 3.2025 -4.3199
C -6.0064 3.1508 -1.7120
C -2.1852 2.4392 -0.3056
H -3.4055 -1.2399 -1.0699
H -3.6712 -0.3569 0.4431
H -3.8645 0.4688 -1.1235
H 0.0057 -0.3562 -1.2621
H 2.2449 -0.4583 -1.8823
H 2.3807 1.2626 -1.5562
H 2.3072 0.5215 0.9752
H 4.7710 0.2739 -0.8163
H 4.0976 1.7695 -0.1563
H 4.8138 0.5782 0.9204
H 3.5993 -1.9125 -0.2991
H 0.8967 -1.7210 1.1190
H 1.1648 -2.1903 -0.5633
H 1.7306 -3.2280 0.7336
H 3.0193 -1.2232 2.6215
H 3.6586 -2.7666 2.0549
H 4.6213 -1.3053 1.8849
H -1.7691 0.0383 1.9473
H -0.9036 1.5670 2.1409
H -3.8831 1.1696 2.0947
H -2.9616 2.5379 2.6958
H -3.1907 4.8581 -0.9845
H -5.6131 5.3378 -4.2612
H -6.6679 2.3899 -1.3196
H -1.5003 3.2800 -0.1830
H -2.5119 2.3862 -1.3428
```

***

Record 4
The following is a DFT calculation (ωB97M-V/def2-TZVPD) of one molecule with the formula C19H26N4O5S.

The SMILES is CC[C@H](C)NC(=O)CN(c1cc(C)cc(C)c1)S(=O)(=O)c1c(C)[nH]c(=O)[nH]c1=O. The value obtained for the orbital gap is 0.312 Ha.

XYZ file:
```
55
C19H26N4O5S, DFT ωB97M-V/def2-TZVPD
C 1.6500 -0.1757 5.0016
C 1.2017 0.5432 3.7349
C 2.3538 1.2329 2.9982
C 2.8741 2.4599 3.7450
N 1.9160 1.6407 1.6763
C 2.4676 1.1881 0.5482
O 3.4216 0.4351 0.4920
C 1.8552 1.7988 -0.7316
N 0.5781 1.2642 -1.1523
C 0.4705 0.0623 -1.8560
C 1.4224 -0.9432 -1.7379
C 1.2451 -2.1497 -2.4003
C 2.2793 -3.2277 -2.2857
C 0.1047 -2.3467 -3.1680
C -0.8404 -1.3406 -3.3164
C -2.0658 -1.5649 -4.1521
C -0.6432 -0.1301 -2.6697
S -0.8122 1.9699 -0.5958
O -1.4116 2.7629 -1.6328
O -0.5237 2.6698 0.6227
C -1.9057 0.5824 -0.2251
C -3.2055 0.4698 -0.5933
C -3.9900 1.4742 -1.3592
N -3.8976 -0.6556 -0.2422
C -3.3720 -1.7355 0.4468
O -4.0203 -2.7180 0.6908
N -2.0648 -1.5593 0.8178
C -1.2637 -0.4499 0.5623
O -0.1343 -0.4058 0.9876
H 2.0347 0.5251 5.7383
H 0.8127 -0.7076 5.4477
H 2.4306 -0.8970 4.7715
H 0.4401 1.2878 3.9794
H 0.7573 -0.1770 3.0473
H 3.1707 0.5204 2.8416
H 3.6700 2.9320 3.1745
H 2.0715 3.1808 3.8860
H 3.2686 2.1776 4.7165
H 1.0548 2.1701 1.6108
H 2.5678 1.6481 -1.5482
H 1.7075 2.8698 -0.5744
H 2.2912 -0.7956 -1.1182
H 2.8972 -3.0743 -1.4055
H 2.9270 -3.2139 -3.1626
H 1.8130 -4.2091 -2.2301
H -0.0445 -3.2931 -3.6681
H -2.5594 -0.6223 -4.3750
H -2.7686 -2.2090 -3.6219
H -1.8081 -2.0563 -5.0879
H -1.3366 0.6832 -2.8132
H -3.3432 2.2735 -1.7077
H -4.7636 1.8984 -0.7196
H -4.4773 0.9973 -2.2086
H -4.8686 -0.7436 -0.5158
H -1.6340 -2.3168 1.3375
```

***

Record 5
The following is a DFT calculation (ωB97M-V/def2-TZVPD) of a 2-piece molecular cluster, C19H26NO6S overall at a distorted geometry.

The value obtained for the orbital gap is 0.217 Ha. As for the charge: +1.

XYZ file:
```
53
C19H26NO6S, DFT ωB97M-V/def2-TZVPD
C 2.0262 -0.8747 -0.7254
O 2.1317 0.2044 -1.6646
C 2.4017 1.3996 -0.9002
C 2.6944 2.6503 -1.7998
C 1.4216 3.4715 -2.2829
C 0.0500 2.9340 -1.7780
C -0.8385 2.1567 -2.6583
N -2.0717 1.7247 -2.1965
C -2.5578 1.9801 -0.9176
C -3.9829 1.5088 -0.4622
C -4.3291 -0.0053 -0.8174
C -3.0640 -0.9446 -0.9456
S -3.5138 -2.7350 -0.9196
O -3.6617 -3.2263 0.4402
O -2.4752 -3.5060 -1.6041
O -4.9542 -2.9537 -1.7093
C -1.7399 2.7475 0.0466
C -0.4016 3.2429 -0.3793
C 0.4905 4.0641 0.6145
O 0.0837 5.1291 1.0021
O 1.7038 3.6126 1.1149
H 2.7693 -0.8438 0.1179
H 2.1233 -1.8886 -1.2033
H 1.0002 -0.7767 -0.2402
H 1.6105 1.5392 -0.1146
H 3.3617 1.1810 -0.3305
H 3.2147 2.2676 -2.7282
H 3.4287 3.3149 -1.2754
H 1.5250 4.5221 -1.8711
H 1.3968 3.5420 -3.4048
H -0.5851 1.9111 -3.7200
H -2.7180 1.2045 -2.8018
H -4.0242 1.6105 0.6522
H -4.7698 2.1616 -0.9287
H -4.9465 -0.4033 0.0437
H -4.9616 -0.0657 -1.7476
H -2.3316 -0.7924 -0.0997
H -2.5179 -0.7948 -1.9240
H -4.7853 -2.7650 -2.6564
H -2.1232 2.9628 1.0755
H 2.4458 4.1359 0.7434
C 2.1160 -4.9960 3.2149
C 1.4438 -3.8947 2.6993
C 1.9480 -2.6153 2.9013
C 3.1303 -2.4380 3.6109
C 3.8041 -3.5399 4.1231
C 3.2951 -4.8184 3.9290
H 1.7211 -5.9933 3.0604
H 0.5252 -4.0337 2.1401
H 1.4196 -1.7551 2.5045
H 3.5262 -1.4404 3.7644
H 4.7267 -3.4019 4.6751
H 3.8181 -5.6770 4.3334
```

***

Record 6
The following is a DFT calculation (ωB97M-V/def2-TZVPD) of C19H27AsCuFN3O4 as an isolated structure at a distorted geometry.

The value obtained for the orbital gap is 0.217 Ha. As for the charge: +1.

XYZ file:
```
56
C19H27AsCuFN3O4, DFT ωB97M-V/def2-TZVPD
Cu 2.2587 3.2309 -0.4516
C 1.3200 -3.5416 0.4654
C 1.2224 -3.1251 -0.9999
N 1.1088 -1.6767 -1.1582
C 2.2545 -0.9565 -1.3099
C 2.3182 0.3891 -1.4471
C 3.7246 1.0030 -1.4987
O 4.6592 0.2222 -1.6577
O 3.7960 2.2622 -1.3332
C 1.1052 1.1562 -1.4466
O 1.0175 2.3847 -1.6418
C -0.1158 0.3840 -1.1932
C -1.3308 1.0562 -1.1000
C -2.4962 0.3719 -0.8902
F -3.6424 1.0895 -0.8399
C -2.5147 -1.0217 -0.7416
C -1.2954 -1.6842 -0.8032
C -0.0927 -1.0139 -1.0541
N -3.6854 -1.7964 -0.4862
C -3.9366 -2.9418 -1.3566
C -4.5458 -4.0586 -0.4931
N -5.2446 -3.4046 0.6592
C -5.9883 -2.1984 0.1877
C -4.9485 -1.1234 -0.1726
H 1.4332 -4.6230 0.5425
H 0.4340 -3.2404 1.0262
H 2.1882 -3.0715 0.9270
H 0.3788 -3.6091 -1.4909
H 2.1214 -3.4357 -1.5279
H 3.1823 -1.5156 -1.3286
H -1.3313 2.1330 -1.2080
H -1.2793 -2.7483 -0.6161
H -3.0161 -3.2930 -1.8076
H -4.6122 -2.6716 -2.1782
H -3.7833 -4.7214 -0.0893
H -5.2695 -4.6480 -1.0530
H -4.5224 -3.0767 1.3051
H -5.8490 -4.0633 1.1468
H -6.6614 -1.8472 0.9658
H -6.5840 -2.4952 -0.6730
H -4.7883 -0.4591 0.6737
H -5.3356 -0.5254 -1.0010
C 4.2562 6.0621 1.0062
As 3.6857 4.3528 1.6950
C 3.6136 4.4797 3.6272
C 5.0279 3.0292 1.3126
O 2.1215 4.0383 1.2149
H 5.1728 6.3903 1.4937
H 3.4608 6.7823 1.1837
H 4.4259 5.9656 -0.0646
H 4.5625 4.8292 4.0318
H 3.3940 3.4910 4.0255
H 2.8156 5.1640 3.9069
H 5.9507 3.2764 1.8382
H 5.1951 2.9862 0.2389
H 4.6642 2.0570 1.6398
```

***

Record 7
The following is a DFT calculation (ωB97M-V/def2-TZVPD) of C19H27AuNPS as an isolated structure.

The value obtained for the orbital gap is 0.284 Ha.

XYZ file:
```
50
C19H27AuNPS, DFT ωB97M-V/def2-TZVPD
Au -1.3113 0.4113 1.6605
S -3.4386 -0.8340 1.2910
C -3.9498 0.6110 0.5060
C -5.0743 0.6672 -0.3363
C -5.4299 1.8701 -0.9024
C -4.6679 3.0099 -0.6386
C -3.5608 2.8711 0.1712
N -3.1989 1.7103 0.7235
H -5.6266 -0.2419 -0.5256
H -6.2935 1.9310 -1.5532
H -4.9356 3.9716 -1.0531
H -2.9173 3.7161 0.3915
C 2.9583 1.0175 1.9243
C 2.3053 0.9073 0.5438
C 3.3244 0.4203 -0.4844
C 1.7942 2.2941 0.1321
P 0.7591 -0.1761 0.6966
C 0.2528 -0.3746 -1.0576
C 0.7570 -1.3449 -1.9205
C 0.3193 -1.4257 -3.2344
C -0.6182 -0.5249 -3.7139
C -1.1165 0.4595 -2.8737
C -0.6910 0.5272 -1.5568
C 1.2129 -1.8741 1.3865
C 2.5834 -2.4284 0.9930
C 0.1158 -2.8583 0.9603
C 1.1703 -1.7288 2.9151
H 3.7348 1.7860 1.9009
H 3.4278 0.0795 2.2238
H 2.2275 1.2985 2.6864
H 4.0951 1.1876 -0.5954
H 2.8705 0.2584 -1.4614
H 3.8139 -0.5001 -0.1696
H 2.6141 3.0147 0.1862
H 0.9980 2.6357 0.7974
H 1.4152 2.2936 -0.8894
H 1.5008 -2.0492 -1.5752
H 0.7120 -2.2007 -3.8803
H -0.9629 -0.5974 -4.7375
H -1.8486 1.1685 -3.2394
H -1.1106 1.2788 -0.9021
H 2.7101 -2.5158 -0.0850
H 2.6800 -3.4307 1.4179
H 3.3956 -1.8196 1.3905
H 0.2086 -3.1477 -0.0854
H -0.8822 -2.4432 1.1037
H 0.1942 -3.7626 1.5691
H 1.9423 -1.0486 3.2797
H 1.3436 -2.7056 3.3740
H 0.1974 -1.3637 3.2462
```

***

Record 8
The following is a DFT calculation (ωB97M-V/def2-TZVPD) of one molecule with the formula C19H27ClN2O3 at a distorted geometry.

The SMILES is OCC[C@H]1CN(Cc2cc3c(cc2Cl)OCO3)CCN1C1CCCC1. The value obtained for the orbital gap is 0.311 Ha.

XYZ file:
```
52
C19H27ClN2O3, DFT ωB97M-V/def2-TZVPD
O -3.0372 -0.3318 -2.6721
C -2.7104 -1.6745 -2.4351
C -1.3949 -1.8406 -1.6684
C -1.5166 -1.3367 -0.2216
C -0.2701 -1.6569 0.6368
N 0.8785 -0.8019 0.4289
C 1.7654 -1.1313 -0.6705
C 3.1589 -0.6617 -0.3344
C 3.7439 0.3819 -1.0570
C 4.9998 0.7999 -0.6942
C 5.6867 0.2107 0.3687
C 5.1369 -0.8144 1.0968
C 3.8599 -1.2329 0.7214
Cl 3.1485 -2.5192 1.6157
O 6.9045 0.8132 0.5141
C 6.9690 1.8030 -0.4918
O 5.7718 1.7890 -1.2408
C 0.4921 0.5949 0.4893
C -0.6766 0.9101 -0.4540
N -1.8603 0.0939 -0.1970
C -2.6401 0.4780 0.9777
C -2.9522 1.9792 1.0325
C -4.2105 2.0455 1.8892
C -5.0531 0.8964 1.3425
C -4.0360 -0.1920 0.9643
H -2.8707 0.1410 -1.8347
H -2.6343 -2.1514 -3.4169
H -3.5196 -2.1745 -1.8766
H -0.6136 -1.3082 -2.2085
H -1.1311 -2.8993 -1.6467
H -2.3537 -1.8803 0.2286
H 0.0253 -2.6959 0.4819
H -0.5473 -1.5473 1.6925
H 1.4669 -0.6856 -1.6311
H 1.7712 -2.2180 -0.7867
H 3.2253 0.8440 -1.8809
H 5.6614 -1.2752 1.9159
H 7.1014 2.7928 -0.0269
H 7.8226 1.5971 -1.1570
H 1.3577 1.2126 0.2435
H 0.2010 0.8129 1.5224
H -0.9426 1.9633 -0.3832
H -0.3698 0.7221 -1.4867
H -2.1223 0.2014 1.9114
H -2.1364 2.5650 1.4542
H -3.1746 2.3418 0.0275
H -4.7150 3.0078 1.8173
H -3.9567 1.8661 2.9355
H -5.5912 1.2294 0.4547
H -5.7847 0.5398 2.0660
H -4.0731 -1.0204 1.6717
H -4.2544 -0.5828 -0.0281
```

***

Q: Number 2 is which compound?
A: C19H26N4O3